DFT (wB97M-V/def2-TZVPD) results for a molecular structure, C63H126NO19Rb at a distorted geometry.

```
210
Properties=species:S:1:pos:R:3:forces:R:3
Rb -4.885497 -6.195674 -8.765318 0.0 0.0 0.2
C -0.798724 -7.840672 -5.687623 -0.1 0.2 -1.0
C -2.244990 -7.335203 -5.976945 -1.4 -1.1 2.2
C -2.985931 -7.213407 -4.610150 0.8 1.5 1.1
C -2.478967 -5.993130 -3.760587 -0.4 0.1 -1.1
C -2.665096 -4.686187 -4.589376 0.3 -1.1 0.8
C -1.980100 -4.761843 -5.986365 0.1 2.8 1.2
N -2.306892 -6.020221 -6.632544 1.4 -1.5 -5.8
O -1.982931 -6.152244 -8.069630 -1.3 1.1 5.4
C -0.453385 -4.473441 -5.827893 0.1 -0.6 -0.3
C -2.571234 -3.525538 -6.753845 -0.9 -1.5 -0.8
C -3.084927 -8.463335 -6.673915 1.3 0.6 -0.9
H -0.121349 -7.123973 -5.223288 -0.4 0.1 0.1
H -0.323104 -8.102198 -6.632860 0.0 0.0 -0.2
H -0.803776 -8.750612 -5.087544 -0.3 0.1 0.0
H -2.900885 -8.146587 -4.053339 0.4 -0.1 0.0
H -4.063368 -7.075728 -4.700992 -0.1 0.1 -0.6
H -1.420565 -6.001274 -3.500158 0.1 -0.6 -0.1
H -2.996796 -5.941035 -2.802866 -0.1 0.1 -0.1
H -2.195946 -3.899025 -3.999144 0.2 0.2 -0.3
H -3.705171 -4.367469 -4.658350 -0.2 -0.4 -0.3
H -0.202273 -3.477341 -5.463426 -0.7 0.2 -0.1
H 0.008222 -4.560175 -6.811501 0.1 -0.1 0.0
H 0.091006 -5.110919 -5.131215 -0.3 -0.3 -0.1
H -2.179043 -3.446953 -7.767803 0.7 0.4 0.2
H -2.616135 -2.601421 -6.177582 0.8 -0.1 0.0
H -3.623401 -3.695302 -6.982385 -0.4 -0.3 0.2
H -2.839788 -9.403690 -6.180217 0.0 0.0 0.1
H -2.766461 -8.549304 -7.712801 0.0 -0.2 -0.1
H -4.171119 -8.372296 -6.672691 0.0 0.5 0.3
C -8.605070 -8.859238 -6.669854 0.4 -0.2 -0.7
C -7.359851 -8.326010 -6.007268 -0.7 -0.5 0.5
O -6.883676 -7.269522 -6.345471 0.7 0.5 -0.5
C -6.819717 -9.111050 -4.855660 0.0 -0.2 0.9
H -9.475514 -8.330682 -6.281196 0.0 -0.1 0.1
H -8.705552 -9.939607 -6.565937 -0.1 0.1 0.3
H -8.540727 -8.652615 -7.738157 -0.1 0.2 0.0
H -6.039977 -9.801497 -5.177212 0.0 0.1 -0.2
H -7.588279 -9.724454 -4.385402 -0.1 -0.1 -0.3
H -6.440191 -8.477648 -4.053868 0.2 0.3 -0.3
C -0.255121 -4.951558 -1.043122 0.9 0.2 0.7
C 0.154374 -4.629237 0.412730 -0.4 0.6 -0.2
O 1.098186 -3.913372 0.653333 -0.2 -0.4 -0.3
C -0.722986 -5.147980 1.534600 -0.3 0.9 -0.1
H -1.146753 -4.417514 -1.371598 -0.2 -0.1 0.4
H -0.402682 -6.029024 -1.116480 -0.2 0.0 -0.2
H 0.573768 -4.610301 -1.663286 0.0 -0.3 -0.1
H -0.463776 -6.167793 1.818999 -0.2 0.1 0.0
H -1.773613 -5.029911 1.269369 -0.1 -0.6 -0.3
H -0.630063 -4.436548 2.355170 0.5 -0.4 0.3
C 2.829888 -5.787915 -5.881821 -0.2 0.9 0.6
C 3.342513 -4.502260 -6.525285 0.3 1.8 1.7
O 3.065485 -3.397547 -6.035085 0.1 -1.7 -1.0
C 4.225149 -4.636950 -7.723947 -0.2 -0.5 -0.1
H 2.052597 -6.196923 -6.527286 0.4 -0.6 -0.1
H 2.342639 -5.547411 -4.936915 -0.1 0.4 0.0
H 3.634364 -6.459672 -5.582411 0.0 -0.3 -0.8
H 3.521959 -4.628376 -8.556741 0.1 0.0 -0.4
H 4.702764 -5.616416 -7.698757 0.1 0.0 -0.2
H 4.973032 -3.862015 -7.892051 -0.3 0.1 0.4
C 0.959003 -8.788659 -2.865415 1.0 0.0 -1.3
C 2.095054 -9.821227 -2.610057 1.5 0.6 -0.3
O 3.188082 -9.705935 -3.178467 -2.2 -0.1 0.9
C 1.845413 -10.936985 -1.609456 0.2 0.7 -0.7
H -0.031067 -9.199663 -3.062732 -0.1 -0.3 0.9
H 1.182090 -8.302785 -3.815286 0.4 -0.1 -0.2
H 0.978098 -7.932483 -2.191090 -0.2 -0.4 0.6
H 2.530729 -11.750128 -1.848702 -0.4 -0.2 -0.1
H 0.778170 -11.155434 -1.646554 0.1 -0.6 0.2
H 2.124326 -10.613381 -0.606668 -0.2 0.3 0.1
C -4.491748 -10.853136 -10.828501 1.9 -0.6 0.0
C -5.285704 -10.174469 -9.807749 -1.2 1.7 0.9
O -4.979789 -9.054743 -9.339760 -0.7 -2.3 -0.8
C -6.627895 -10.861552 -9.488098 0.6 1.0 0.7
H -3.477605 -10.454015 -10.846126 -0.2 0.7 -0.6
H -5.002348 -10.866233 -11.791418 0.1 0.1 0.0
H -4.237188 -11.871871 -10.536131 -0.7 -0.4 0.0
H -7.307351 -10.706525 -10.326192 0.0 0.0 -0.1
H -7.024545 -10.369283 -8.600158 -0.2 -0.1 -0.1
H -6.574580 -11.932744 -9.293677 0.3 0.1 -0.2
C -0.716151 -11.418128 -11.241216 0.4 -0.4 -1.8
C -0.906371 -11.306336 -9.799724 -1.1 0.4 1.6
O -1.670715 -12.059364 -9.198842 0.9 0.8 -0.5
C -0.163688 -10.194390 -9.071666 -0.2 -0.4 1.2
H 0.167965 -12.039518 -11.383717 0.0 -0.5 0.0
H -0.440579 -10.543615 -11.830606 -0.1 0.5 0.6
H -1.565101 -11.876109 -11.748785 0.1 -0.3 0.2
H 0.918971 -10.237119 -9.190526 0.0 0.1 -0.5
H -0.336421 -10.294349 -8.000091 0.0 -0.4 0.1
H -0.554782 -9.193929 -9.256681 0.1 0.0 -0.7
C -5.552787 -13.900542 -5.392680 0.1 0.1 -0.4
C -5.432379 -12.606380 -6.201887 -1.7 -1.4 0.8
O -6.335194 -11.791197 -6.131604 0.8 0.2 -0.5
C -4.218169 -12.507406 -7.064214 0.5 0.4 0.5
H -5.893860 -14.719079 -6.026530 0.2 0.0 -0.5
H -6.323025 -13.892539 -4.621467 0.4 0.5 0.2
H -4.548520 -14.172909 -5.068103 -0.2 -0.2 0.5
H -3.812857 -11.507182 -6.911384 0.0 0.2 -0.6
H -4.417896 -12.736035 -8.111091 -0.1 0.2 0.0
H -3.444438 -13.187029 -6.707056 -0.2 -0.1 -0.2
C -5.635235 -2.016995 -5.102225 -0.9 -0.6 -0.5
C -6.821204 -3.035260 -5.067791 -0.2 0.7 0.5
O -7.780691 -2.841910 -4.349852 0.5 -0.1 -0.5
C -6.734267 -4.301772 -5.906990 0.2 -0.2 -0.3
H -5.865988 -1.008629 -4.758632 -0.5 -0.3 0.3
H -5.312308 -1.908833 -6.137666 0.4 -0.3 0.0
H -4.838459 -2.401405 -4.465462 0.1 -0.1 -0.2
H -6.940471 -4.118417 -6.961485 0.0 0.5 0.0
H -7.428296 -5.094050 -5.626439 -0.1 0.4 0.4
H -5.739264 -4.746830 -5.907258 0.3 0.1 0.2
C 0.724721 -2.508006 -9.113136 0.1 0.3 -0.8
C 0.335067 -1.210939 -8.489623 1.4 1.9 0.1
O 0.112334 -0.226566 -9.188593 -0.3 -1.2 0.7
C 0.423216 -1.062783 -6.992246 -1.3 -0.2 0.4
H 0.857741 -2.241241 -10.161584 -0.2 -0.5 -0.2
H -0.032074 -3.281620 -8.983214 0.2 -0.1 0.1
H 1.713142 -2.803852 -8.761583 -0.2 -0.3 0.4
H 0.476908 -0.029877 -6.648261 0.2 0.0 -0.3
H 1.054684 -1.719105 -6.393434 0.5 0.0 -0.6
H -0.566764 -1.405246 -6.690990 -0.5 0.0 0.3
C -2.358370 1.862674 -3.929830 0.3 -0.6 0.2
C -1.752051 0.487127 -3.530675 1.5 -0.6 0.4
O -0.554835 0.346610 -3.248674 -2.6 0.5 -0.7
C -2.722432 -0.757773 -3.496987 1.4 1.1 0.1
H -2.967696 1.779618 -4.829782 0.1 -0.1 -0.1
H -1.592736 2.626688 -4.064721 0.2 -0.3 -0.1
H -3.031971 2.270608 -3.176212 -0.1 -0.4 0.3
H -3.122959 -0.924249 -4.496963 -0.5 0.3 0.2
H -3.434256 -0.551361 -2.697734 -0.5 -0.1 -0.4
H -2.189269 -1.669447 -3.227400 0.3 0.2 0.1
C -5.722403 -6.552541 -1.869913 0.1 0.2 0.3
C -5.220201 -5.187739 -1.318057 -0.9 -0.7 -0.3
O -4.299291 -5.049280 -0.558283 0.4 -0.4 0.0
C -6.040509 -4.028364 -1.777432 -0.3 0.7 -1.2
H -5.013289 -6.956841 -2.592270 0.1 0.1 -0.1
H -6.689266 -6.423832 -2.356437 0.1 0.0 -0.1
H -5.850091 -7.329550 -1.116212 0.2 0.2 0.3
H -6.553311 -4.189109 -2.725740 -0.1 -0.5 0.1
H -5.455938 -3.136275 -2.002279 0.2 0.1 0.7
H -6.839444 -3.803225 -1.070943 0.2 0.1 0.2
C -6.942368 -3.160849 -10.839501 0.0 0.9 -0.2
C -6.253816 -2.593657 -9.630964 1.2 -0.9 1.4
O -5.603228 -3.305966 -8.854583 -0.5 0.0 -0.9
C -6.315115 -1.125021 -9.316897 -0.4 -0.3 -0.5
H -6.674946 -2.585946 -11.726107 0.1 0.3 0.0
H -8.002328 -2.955001 -10.690435 -0.2 -0.4 -0.1
H -6.715969 -4.196355 -11.093626 -0.1 0.0 0.6
H -6.050601 -0.884256 -8.287256 0.0 -0.4 -0.1
H -7.309205 -0.743314 -9.549685 0.2 0.3 -0.2
H -5.557961 -0.699407 -9.975436 -0.2 0.4 -0.2
C 1.604888 -6.568111 -9.161556 0.0 -0.4 -0.3
C 1.293229 -6.015954 -10.530555 0.9 1.7 0.1
O 2.211272 -5.581357 -11.200397 -1.0 -0.4 -0.2
C -0.186045 -5.778022 -10.902696 0.2 -0.7 -1.2
H 1.211762 -5.851153 -8.440778 -0.7 -0.4 0.2
H 2.661879 -6.640425 -8.905367 0.1 0.0 -0.7
H 1.192096 -7.576819 -9.147041 -0.4 0.1 0.8
H -0.820711 -6.657418 -10.793308 0.0 -0.1 0.9
H -0.302098 -5.638892 -11.977533 0.6 0.4 -0.2
H -0.633475 -4.891742 -10.452816 0.2 -0.3 0.5
C 3.242102 -9.509155 -6.447372 0.5 -0.6 0.9
C 4.344837 -9.116051 -7.365397 0.9 2.1 -1.0
O 5.008515 -8.095432 -7.156380 -0.9 -1.5 -0.1
C 4.568446 -9.917629 -8.621710 0.6 -0.2 0.2
H 2.259407 -9.167856 -6.772826 0.0 0.3 -0.1
H 3.543014 -9.117072 -5.475872 -0.6 0.2 0.1
H 3.190930 -10.591464 -6.328648 -0.1 -0.1 -0.2
H 4.981539 -10.885254 -8.336858 -0.3 -0.3 0.1
H 5.341583 -9.483512 -9.255664 -0.3 0.3 0.0
H 3.635725 -10.063675 -9.166505 0.0 -0.1 0.0
C 2.547369 0.024313 -4.245583 0.4 0.3 0.9
C 2.440948 -0.882473 -3.001180 1.3 -0.5 1.0
O 3.131736 -0.685899 -1.989576 -1.8 -0.1 -2.2
C 1.671132 -2.192304 -3.173556 -0.1 0.3 0.2
H 3.534701 0.468251 -4.118351 0.1 0.0 -0.5
H 1.870830 0.878400 -4.276339 -0.4 -0.2 0.5
H 2.429813 -0.478882 -5.205310 0.3 -0.3 0.3
H 1.586034 -2.747775 -2.239578 0.1 0.3 0.1
H 2.196164 -2.820424 -3.893216 0.2 0.1 -0.1
H 0.675413 -2.017859 -3.581233 -0.1 0.2 0.0
C -1.032484 -14.218346 -6.128426 -0.4 -1.0 -0.4
C 0.019607 -13.348691 -5.542968 1.8 -0.6 1.1
O 1.085629 -13.874720 -5.187487 -2.0 1.6 -0.7
C -0.278221 -11.851112 -5.354777 0.6 -0.9 -0.2
H -0.683402 -15.246019 -6.027840 -0.2 0.0 0.1
H -1.223136 -14.071417 -7.191522 0.2 0.5 -0.1
H -2.010239 -14.118311 -5.657181 0.1 0.1 0.4
H -1.209922 -11.583490 -5.853174 0.1 0.1 -0.1
H 0.584910 -11.337928 -5.778749 -0.1 0.3 -0.1
H -0.328023 -11.612043 -4.292484 -0.1 -0.1 0.0
C -2.253026 -2.742016 -11.497937 -0.1 -0.2 -0.4
C -3.158927 -1.497815 -11.537716 0.6 -1.0 -1.0
O -4.276782 -1.572870 -11.998257 -0.2 -0.1 0.2
C -2.587572 -0.232380 -11.033111 -0.4 -0.1 0.5
H -1.228700 -2.625055 -11.851742 0.1 0.7 0.4
H -2.590148 -3.533608 -12.167136 -0.7 0.0 0.2
H -2.233326 -3.112276 -10.472943 0.1 -0.1 0.1
H -1.517861 -0.204396 -11.240567 -0.2 0.5 0.0
H -2.706590 -0.257352 -9.949918 0.3 0.0 0.3
H -3.231316 0.581153 -11.367597 0.5 0.2 -0.3
C -3.637230 -11.229329 -3.535430 -0.5 -0.3 -1.0
C -2.821296 -11.374706 -2.284385 0.6 1.2 0.8
O -1.710135 -11.868746 -2.271163 -1.0 0.0 -0.1
C -3.382560 -10.598289 -1.066199 -0.3 -0.2 -0.9
H -3.332048 -10.345112 -4.095000 0.4 0.2 0.2
H -4.704039 -11.053123 -3.397734 0.0 -0.3 0.4
H -3.500316 -12.053916 -4.235019 0.1 -0.2 0.2
H -3.512811 -11.230278 -0.187730 0.4 0.1 0.0
H -4.355545 -10.168171 -1.303685 -0.1 -0.2 -0.1
H -2.751557 -9.724867 -0.901657 0.4 -0.3 0.4
```
Forces are in eV/Å.

The total charge is +1. The HOMO-LUMO gap (alpha / beta) is 7.756 / 6.300 eV. The electronic energy comes out at -3984.1263 Eh. As for the spin multiplicity: 2.

Löwdin atomic charge list, values in e, 2 entries:
1. Rb 0.79
2. C 0.00